<one>
Density functional theory data (ωB97M-V/def2-TZVPD) for a structure of composition C5H11NP.

**Charge**: +1
**Gap between HOMO and LUMO**: 8.65 eV

Atoms and positions in Å:
C (0.857, 0.765, -1.306)
P (-0.406, -1.411, -0.282)
C (-2.565, 0.410, 0.519)
H (-3.390, -0.296, 0.415)
N (-0.052, 0.839, -0.188)
H (1.899, -0.721, 1.675)
C (1.095, -0.237, -0.245)
H (0.409, 0.467, -2.249)
C (2.204, -0.259, 0.736)
H (-2.247, 0.418, 1.562)
H (1.570, 1.578, -1.394)
H (-0.061, -2.332, 0.719)
H (3.028, -0.841, 0.323)
H (2.571, 0.747, 0.936)
H (-2.950, 1.396, 0.259)
H (-0.034, 1.663, 0.406)
H (-0.388, -2.222, -1.400)
C (-1.540, 0.038, -0.483)


<two>
Density functional theory data (ωB97M-V/def2-TZVPD) for a cluster of 2 separate species, C5H11NP in total.

**Charge**: +1
**Gap between HOMO and LUMO (spin up / spin down)**: 4.39 / 4.39 eV

Atoms and positions in Å:
H (0.580, -0.054, -1.989)
C (2.719, -0.027, 0.430)
N (-1.912, 1.035, 0.053)
H (0.065, 1.473, -0.107)
H (2.295, 0.200, 1.425)
C (-0.632, 0.799, -0.543)
C (-2.853, 0.019, -0.107)
P (3.729, -1.346, 0.197)
H (-3.287, 1.341, 1.535)
H (4.412, -1.461, -1.002)
H (-2.445, -0.987, -0.301)
C (-0.337, -0.170, -1.379)
H (-1.155, -0.799, -1.694)
H (-3.701, 0.209, -0.653)
H (2.592, 0.688, -0.314)
H (-2.054, 0.303, 2.023)
H (4.604, -1.862, 1.219)
C (-2.619, 0.640, 1.207)


Stability check: which of them is most stable? <one>.


<one>
Density functional theory data (ωB97M-V/def2-TZVPD) for a structure of composition C19H35I2MgN2OSSb.

**Charge**: +2
**Gap between HOMO and LUMO**: 7.29 eV

Atoms and positions in Å:
H (-5.011, 3.186, 0.083)
I (0.267, 6.128, 0.675)
H (3.141, -0.200, -3.781)
C (2.931, 1.763, -3.014)
H (2.021, -2.265, -1.294)
C (-3.550, -4.799, -0.062)
H (-5.894, 0.763, 0.604)
H (3.135, 2.163, -2.028)
H (3.751, 2.020, -3.679)
H (-1.163, 0.037, 1.819)
N (2.289, -1.747, -2.112)
C (2.348, -0.429, -1.963)
H (-4.509, -5.312, -0.038)
C (-3.653, -1.509, 2.716)
H (-2.432, 2.889, -2.324)
H (-6.887, -2.610, 2.919)
C (-2.482, -1.712, 2.022)
C (-4.701, -0.377, -0.829)
H (-3.688, -0.734, 3.477)
H (-5.874, -2.362, 4.343)
H (-3.855, 1.505, 1.592)
H (-3.455, 3.952, -0.266)
I (0.032, 3.739, -0.469)
H (-4.135, 4.033, 1.354)
H (-3.366, -4.495, -1.094)
H (-4.776, -0.782, -1.838)
H (2.240, -2.271, -4.164)
H (-1.414, -0.507, 3.438)
H (-4.961, 1.343, -3.229)
C (-6.036, -2.053, 3.307)
H (-2.388, 1.413, -3.281)
C (-5.942, 0.423, -0.434)
Sb (-2.908, 0.782, -0.772)
O (-0.385, -2.219, -0.026)
C (2.824, -2.471, -3.264)
C (-3.284, 2.100, 0.878)
N (2.825, 0.295, -2.962)
H (-4.326, 2.772, -4.032)
H (2.012, 2.205, -3.395)
H (3.869, -2.211, -3.439)
C (-3.563, -3.624, 0.891)
H (-4.530, -1.210, -0.146)
H (-4.943, 2.902, -2.389)
C (-2.441, -2.774, 1.067)
Mg (-0.440, -0.311, -0.333)
C (-1.298, -3.037, 0.245)
C (-4.016, 3.388, 0.481)
H (-5.589, -3.983, 1.455)
S (1.876, 0.297, -0.445)
H (-6.287, -0.990, 3.331)
H (-2.785, -5.530, 0.215)
H (2.776, -3.535, -3.054)
C (-1.279, -0.877, 2.425)
H (-1.226, -4.019, -0.219)
C (-4.718, -3.350, 1.600)
C (-4.386, 2.257, -3.071)
H (-2.318, 2.327, 1.324)
C (-4.790, -2.300, 2.509)
H (-0.347, -1.434, 2.390)
H (-6.098, 1.294, -1.071)
C (-2.975, 1.972, -2.553)
H (-6.824, -0.214, -0.530)


<two>
Density functional theory data (ωB97M-V/def2-TZVPD) for a structure of composition C19H35I2MgN2OSSb.

**Charge**: +2
**Gap between HOMO and LUMO**: 7.52 eV

Atoms and positions in Å:
H (-2.206, -1.114, -0.327)
C (-2.142, 3.508, 0.839)
N (5.283, 0.642, -2.559)
H (-2.464, -0.490, -1.949)
H (-1.134, -0.235, 3.869)
H (4.950, -3.179, -2.869)
C (5.126, -2.116, -2.999)
C (-1.350, 2.237, 1.123)
H (5.679, 0.173, -3.360)
C (-1.571, -3.157, 1.357)
H (-1.041, -5.116, 0.612)
H (-3.303, -1.678, 5.057)
H (5.618, 2.396, -1.451)
C (4.627, -0.094, -1.680)
H (-3.517, -3.358, 2.200)
H (0.552, -3.733, -0.059)
H (-4.587, -0.369, -0.630)
C (-0.212, -1.320, 2.286)
S (3.983, 0.636, -0.239)
H (-0.484, 3.433, -1.905)
C (-0.950, 2.513, -2.259)
C (5.489, 2.090, -2.484)
H (-1.589, 4.191, 0.192)
H (1.150, -0.217, 3.516)
H (-4.503, -1.856, 3.776)
C (-2.366, 2.754, -2.768)
H (1.971, -1.141, 2.274)
H (4.105, -1.939, -1.133)
H (4.645, 2.623, -2.920)
H (4.688, -1.810, -3.950)
C (-0.376, -2.388, 1.358)
H (-3.727, -0.290, 4.069)
C (-1.257, -1.022, 3.133)
C (-2.450, -0.214, -0.893)
H (-1.725, -4.046, -0.616)
C (-2.594, -2.791, 2.212)
H (-4.052, 1.268, -0.979)
I (1.709, 5.725, 1.841)
H (-2.336, 3.407, -3.641)
H (-0.423, 2.468, 1.649)
H (-3.101, 3.293, 0.368)
H (1.090, 0.392, 1.915)
H (-0.313, 2.121, -3.053)
H (-3.796, 0.576, 0.625)
N (4.507, -1.404, -1.886)
H (-2.760, -4.766, 0.606)
H (-2.855, 1.828, -3.072)
C (1.078, -0.555, 2.483)
Mg (1.701, -0.067, -0.217)
H (-1.915, 1.542, 1.747)
C (-1.779, -4.331, 0.436)
Sb (-0.797, 1.130, -0.630)
I (2.109, 3.689, 0.195)
H (6.391, 2.331, -3.039)
C (0.618, -2.741, 0.392)
H (-2.344, 4.037, 1.772)
C (-2.465, -1.728, 3.100)
C (-3.793, 0.354, -0.444)
C (-3.568, -1.368, 4.044)
H (-2.991, 3.240, -2.019)
O (1.556, -2.012, 0.003)
H (6.205, -1.953, -3.018)


Stability check: which of them is most stable? <two>.


<one>
Density functional theory data (ωB97M-V/def2-TZVPD) for a cluster of 2 separate species, C4H9O2 in total.

**Charge**: -1
**Gap between HOMO and LUMO**: 7.54 eV

Atoms and positions in Å:
H (-0.254, 1.179, 0.677)
C (1.750, -1.166, -0.766)
H (-2.259, 1.988, -0.704)
C (-2.067, 0.934, -0.485)
C (2.179, -0.825, 0.682)
H (-3.067, 0.503, -0.411)
H (0.750, -0.752, -0.988)
H (1.451, -2.192, -1.031)
C (-1.256, 0.776, 0.791)
H (-1.608, 0.544, -1.393)
H (-1.715, 1.417, 1.553)
H (-1.245, -0.252, 1.146)
H (2.542, -0.777, -1.399)
O (2.301, -1.756, 1.509)
O (2.498, 0.378, 0.818)


<two>
Density functional theory data (ωB97M-V/def2-TZVPD) for a cluster of 2 separate species, C4H9O2 in total.

**Charge**: -1
**Gap between HOMO and LUMO**: 7.91 eV

Atoms and positions in Å:
H (0.361, 3.238, -1.885)
C (0.353, -2.178, 0.872)
H (1.466, -1.602, 2.739)
C (-0.409, 1.156, -1.678)
H (-0.124, -1.492, 2.863)
H (0.710, -0.270, 1.767)
H (0.806, -1.921, -0.089)
O (-1.479, 0.499, -1.714)
O (0.626, 0.828, -1.038)
H (-1.292, 2.669, -2.758)
H (-1.155, 3.059, -1.045)
H (-0.722, -2.268, 0.731)
H (0.832, -3.139, 1.068)
C (0.633, -1.304, 2.083)
C (-0.607, 2.725, -1.916)


<three>
Density functional theory data (ωB97M-V/def2-TZVPD) for a structure of composition C4H9O2.

**Charge**: -1
**Gap between HOMO and LUMO**: 6.36 eV

Atoms and positions in Å:
C (-0.814, 1.585, -0.332)
H (-2.251, -0.816, 0.918)
O (1.345, -2.349, 0.330)
H (0.574, -0.771, 1.278)
H (2.385, -0.713, 1.027)
C (1.414, -1.015, 0.572)
C (1.097, -0.113, -0.652)
H (1.685, 0.789, -0.419)
H (1.582, -0.577, -1.508)
H (-0.958, -0.345, -1.490)
C (-0.364, 0.231, -0.796)
H (0.032, 2.186, 0.039)
H (-0.879, 0.366, 0.257)
H (-2.889, -0.472, 1.065)
O (-1.959, 2.015, -0.290)


Stability check: which of them is most stable? <one>.


<one>
Density functional theory data (ωB97M-V/def2-TZVPD) for a cluster of 2 separate species, C11H18O in total.

**Charge**: 0
**Structure (SMILES)**: C#C[C@@H]1C[C@H]1O.C[C@@H]1CC[C@@H]1C
**Gap between HOMO and LUMO**: 10.01 eV

Atoms and positions in Å:
C (3.512, 0.083, -0.274)
C (-1.006, -1.237, -1.009)
H (-3.475, 1.231, 0.507)
H (-2.401, -2.555, 1.271)
H (-2.803, -1.024, 2.064)
H (3.813, 1.003, -0.758)
H (3.602, 1.004, 1.757)
C (1.318, 1.242, 0.263)
H (4.824, -1.230, -0.767)
H (-1.895, -1.538, -1.584)
C (-0.625, 0.229, -1.276)
H (0.435, 0.390, -1.175)
O (3.880, -1.098, -0.918)
C (-2.584, -1.491, 1.098)
H (-2.792, 2.142, -0.852)
C (-1.385, -0.838, 0.438)
C (3.382, 0.088, 1.218)
H (-0.928, 0.664, -2.244)
C (-1.458, 0.642, -0.037)
C (0.623, 2.253, 0.198)
H (-0.226, -2.014, -1.142)
H (3.617, -0.836, 1.736)
C (2.146, 0.073, 0.343)
C (-2.848, 1.148, -0.386)
H (-0.499, -0.952, 1.086)
H (1.633, -0.887, 0.273)
H (-1.020, 1.330, 0.648)
H (-0.011, 3.102, 0.155)
H (-3.488, -1.403, 0.471)
H (-3.342, 0.479, -1.102)


<two>
Density functional theory data (ωB97M-V/def2-TZVPD) for a cluster of 2 separate species, C11H18O in total.

**Charge**: 0
**Structure (SMILES)**: CCc1ccc(O)cc1.CCC
**Gap between HOMO and LUMO**: 9.21 eV

Atoms and positions in Å:
H (-0.237, 0.864, 3.336)
H (1.071, 0.339, 2.436)
C (1.066, 3.018, 0.903)
H (2.534, -0.584, -0.808)
H (3.323, -2.485, 0.167)
H (1.694, 3.907, 0.951)
C (0.772, 2.511, 2.318)
H (0.038, 3.182, 2.765)
C (1.421, -2.281, -0.071)
C (0.412, -0.270, -0.897)
H (1.597, 2.294, 0.294)
C (-2.053, -0.194, -1.416)
H (-1.940, -2.615, -0.338)
H (-2.317, 0.176, -3.577)
C (1.551, -0.980, -0.546)
H (1.657, 2.651, 2.929)
H (-3.310, -1.179, -2.974)
H (-2.913, -0.467, -0.795)
C (0.273, 1.081, 2.392)
C (-0.951, -2.151, -0.331)
H (-0.430, 0.838, 1.598)
H (-1.960, 0.888, -1.438)
C (-2.360, -0.662, -2.882)
H (0.141, 3.321, 0.397)
C (0.175, -2.844, 0.101)
H (0.513, 0.764, -1.229)
C (-0.836, -0.879, -0.858)
H (0.133, -3.836, 0.522)
O (2.517, -3.040, 0.247)
H (-1.584, -1.365, -3.196)


Stability check: which of them is most stable? <two>.


<one>
Density functional theory data (ωB97M-V/def2-TZVPD) for a cluster of 2 separate species, C3H11N2O in total.

**⟨S²⟩**: 0.75
**Charge**: 0
**Gap between HOMO and LUMO (spin up / spin down)**: 5.21 / 9.43 eV
**Spin multiplicity**: 2

Atoms and positions in Å:
C (-0.813, -0.166, 1.355)
C (-0.389, 0.228, 2.780)
N (2.029, 0.674, -0.890)
H (1.076, -1.153, -0.524)
H (0.580, -0.318, 2.870)
H (-2.030, -1.660, -2.288)
C (1.073, -0.047, -0.414)
H (-0.767, -1.311, 1.195)
H (3.039, 0.375, -0.803)
H (-1.878, 0.116, 1.368)
N (0.132, 0.459, 0.370)
H (1.725, 1.664, -1.273)
H (-1.024, -0.196, 3.639)
O (-1.593, -0.966, -2.849)
H (-2.290, -0.554, -3.418)
H (0.035, 1.485, 0.293)
H (-0.071, 1.262, 3.050)


<two>
Density functional theory data (ωB97M-V/def2-TZVPD) for a cluster of 2 separate species, C3H11N2O in total.

**⟨S²⟩**: 0.75
**Charge**: 0
**Gap between HOMO and LUMO (spin up / spin down)**: 4.18 / 7.60 eV
**Spin multiplicity**: 2

Atoms and positions in Å:
H (-0.709, -1.254, 0.218)
H (1.074, 0.214, 2.190)
H (-0.919, -3.391, -2.119)
C (0.104, 1.626, 0.085)
H (-0.307, -1.000, -1.347)
H (-1.473, 0.076, -0.397)
H (1.241, -1.389, 1.339)
O (-1.170, -2.526, -2.342)
H (0.167, 3.510, 0.751)
N (-0.003, 2.489, 1.123)
H (2.421, 0.054, 1.280)
H (0.606, 2.420, 1.952)
C (1.372, -0.210, 1.181)
H (-0.249, 1.983, -0.892)
H (-2.106, -2.464, -2.710)
C (0.502, 0.354, 0.147)
N (-0.551, -0.491, -0.457)


Stability check: which of them is most stable? <one>.


<one>
Density functional theory data (ωB97M-V/def2-TZVPD) for a structure of composition C4H8N3O2.

**Charge**: +1
**Gap between HOMO and LUMO**: 8.94 eV

Atoms and positions in Å:
H (1.422, -0.417, -1.518)
C (0.799, -0.626, 1.136)
C (0.202, -1.427, 0.033)
H (1.747, -0.143, 0.971)
O (-0.620, 1.990, 0.588)
H (-2.257, -0.375, 1.554)
H (-0.153, -1.018, -2.105)
O (-1.202, -1.561, 0.297)
N (0.233, 1.930, -0.520)
C (0.374, -0.571, -1.259)
C (-0.815, 0.593, 0.440)
H (0.539, -2.454, -0.104)
H (0.075, 2.709, -1.186)
H (0.575, -0.909, 2.149)
N (-1.820, -0.310, 0.636)
N (-0.329, 0.658, -0.917)
H (1.230, 1.932, -0.195)


<two>
Density functional theory data (ωB97M-V/def2-TZVPD) for a cluster of 2 separate species, C4H8N3O2 in total.

**Charge**: +1
**Gap between HOMO and LUMO (spin up / spin down)**: 4.69 / 8.40 eV

Atoms and positions in Å:
N (-1.101, -1.550, 2.687)
H (-0.894, -1.241, -1.586)
H (-3.072, -1.778, 2.295)
C (0.002, -1.171, 2.146)
H (-0.339, 2.366, -0.882)
C (-0.259, -0.335, -1.367)
N (-0.355, 0.430, -0.331)
H (2.506, 1.083, -1.480)
H (1.004, -1.446, 2.364)
O (-2.151, -1.857, 1.864)
N (0.608, 0.178, -2.295)
H (1.108, 1.932, 0.363)
O (-1.331, -1.228, 3.830)
H (1.081, -0.465, -2.927)
C (1.404, 1.330, -1.726)
C (0.516, 1.587, -0.571)
H (1.272, 2.167, -2.384)


<three>
Density functional theory data (ωB97M-V/def2-TZVPD) for the ion C4H8N3O2 with charge +1.

**Charge**: +1
**Structure (SMILES)**: NC(=O)N/C(O)=C\C=[NH2+]
**Gap between HOMO and LUMO**: 8.95 eV

Atoms and positions in Å:
O (-0.252, 2.250, -1.991)
H (1.374, 0.479, 2.438)
C (0.790, 0.060, 1.690)
N (-1.404, 0.122, -2.282)
H (0.017, -3.180, 1.145)
H (-2.384, 0.191, -2.133)
H (-0.637, -0.390, -0.133)
H (0.237, -2.390, -0.196)
C (-0.585, 1.243, -1.494)
H (-1.297, 0.355, -3.279)
H (0.850, 2.846, 0.100)
C (0.505, 1.007, 0.670)
O (1.110, 2.176, 0.727)
C (0.639, -1.340, 1.668)
H (1.089, -1.710, 2.618)
N (0.182, -2.284, 0.819)
N (-0.233, 0.565, -0.367)


Stability check: which of them is most stable? <three>.